No. 1
96
Properties=species:S:1:pos:R:3:lowdin_charge:R:1 method="wB97M-V/def2-TZVPD" e_homo_ev=-10.0
O -6.88219 1.61036 -1.66311 -0.07
C -5.67684 1.26076 -2.36848 -0.23
C -4.78489 0.37795 -1.51014 -0.25
O -4.33736 1.18152 -0.41905 -0.08
H -6.57719 1.81408 -0.76841 0.08
H -5.94793 0.74936 -3.28754 0.12
H -5.14241 2.20665 -2.46733 0.11
H -3.87100 0.17170 -2.08825 0.11
H -5.16797 -0.60869 -1.23839 0.11
H -3.41897 0.96152 -0.21982 0.04
O -1.79556 -4.88590 2.49031 -0.08
C -0.67236 -4.33327 1.75820 -0.20
C 0.28271 -3.67372 2.74836 -0.24
O 1.03470 -4.70080 3.38000 -0.05
H -1.91449 -5.76968 2.13347 0.09
H -0.09145 -5.14873 1.32422 0.13
H -1.10050 -3.64240 1.03237 0.10
H -0.23205 -3.05310 3.48701 0.11
H 0.94725 -3.00841 2.18881 0.10
H 1.45631 -4.31992 4.15400 0.09
O -1.50512 1.20233 -0.32136 -0.09
C -0.64637 0.38463 -1.15319 -0.17
C 0.60865 0.00999 -0.39445 -0.21
O 0.46481 -1.15105 0.42895 -0.09
H -0.91852 1.81841 0.14155 0.07
H -1.27529 -0.48427 -1.34948 0.12
H -0.40846 0.92420 -2.07340 0.12
H 0.90795 0.85652 0.23177 0.10
H 1.46224 -0.16384 -1.05034 0.10
H 0.30316 -0.84381 1.33438 0.05
O 1.32151 2.98426 0.84232 -0.12
C 2.40606 3.73220 1.40100 -0.20
C 3.54943 2.77068 1.78104 -0.24
O 4.82697 3.38935 1.80423 -0.08
H 0.83807 2.52158 1.54502 0.03
H 2.67537 4.49180 0.66737 0.12
H 1.95162 4.23074 2.26776 0.12
H 3.59337 1.98214 1.01802 0.10
H 3.36282 2.28728 2.74547 0.12
H 5.18658 3.21180 0.91095 0.04
O 3.41939 1.39065 -1.89027 -0.09
C 4.70797 1.70129 -2.44796 -0.21
C 5.83618 1.47511 -1.42690 -0.19
O 6.03991 2.62277 -0.57787 -0.08
H 3.28896 1.96584 -1.12693 0.06
H 4.83603 1.08289 -3.33713 0.12
H 4.61322 2.73517 -2.79937 0.12
H 6.72890 1.28605 -2.03144 0.12
H 5.67114 0.63302 -0.76118 0.12
H 6.69291 3.17880 -1.01227 0.10
O -5.48878 -1.90905 2.80000 -0.06
C -4.71119 -1.28618 1.78490 -0.24
C -3.45488 -2.07251 1.49324 -0.23
O -2.50295 -1.92713 2.54694 -0.08
H -4.87561 -2.24133 3.46440 0.08
H -5.23916 -1.09834 0.85400 0.10
H -4.42146 -0.32262 2.22742 0.12
H -2.98738 -1.73122 0.56032 0.11
H -3.69788 -3.13320 1.37193 0.13
H -2.30435 -2.79333 2.92289 0.05
O -1.62859 4.49346 -5.02493 -0.06
C -1.85385 3.72744 -3.84309 -0.24
C -2.45345 2.37398 -4.13402 -0.25
O -1.66642 1.72701 -5.12561 -0.06
H -1.19326 5.30782 -4.76985 0.08
H -0.87383 3.57978 -3.35999 0.12
H -2.42889 4.35855 -3.15349 0.12
H -3.49392 2.47348 -4.46487 0.12
H -2.41938 1.76191 -3.22625 0.10
H -1.95140 0.81101 -5.17835 0.08
O -0.79251 2.35142 2.51358 -0.07
C -1.33850 1.11319 2.95150 -0.21
C -0.33736 0.32163 3.78354 -0.22
O 0.83621 0.10259 3.02457 -0.07
H -0.92804 3.00535 3.20674 0.11
H -2.32620 1.24202 3.39358 0.13
H -1.52484 0.49093 2.07516 0.10
H -0.83117 -0.61853 4.04883 0.10
H -0.13409 0.74357 4.77169 0.12
H 1.62397 0.09790 3.56951 0.08
O 2.15314 -3.37230 -0.64831 -0.08
C 1.65141 -3.86939 -1.87907 -0.23
C 2.02623 -3.04779 -3.10537 -0.25
O 1.14704 -1.96510 -3.30220 -0.05
H 1.76382 -2.49440 -0.51789 0.05
H 2.01853 -4.88739 -2.02626 0.12
H 0.55872 -3.89042 -1.76541 0.12
H 1.94444 -3.75873 -3.93620 0.11
H 3.08576 -2.78248 -3.05065 0.12
H 1.55344 -1.10845 -3.15771 0.07
C 3.43158 -1.20080 1.94762 -0.14
O 3.69167 -2.57618 1.67600 -0.12
H 2.78186 -0.88020 1.13219 0.06
H 2.90229 -1.16795 2.88722 0.06
H 4.33433 -0.59006 1.89608 0.08
H 3.70758 -2.77382 0.73317 0.05

***

No. 2
18
Properties=species:S:1:pos:R:3:lowdin_charge:R:1 method="wB97M-V/def2-TZVPD" e_homo_ev=-8.8
C 0.56604 -1.39625 -1.59409 -0.06
C 0.61066 -0.78644 -0.14270 -0.25
C 0.69044 0.71894 -0.08835 -0.28
C 0.94429 0.88821 1.37392 -0.06
C 0.07796 0.02686 1.97029 -0.06
C -0.69078 -0.47287 0.78935 -0.22
C -0.84723 0.87149 0.01226 -0.53
H 1.43956 -0.96692 -2.17347 0.10
H 0.57994 -2.49270 -1.64793 0.07
H -0.37963 -1.08375 -2.04257 0.01
H 1.38377 -1.33292 0.43464 0.13
H 1.27837 1.32828 -0.72524 0.13
H 1.52373 1.59009 1.90777 0.09
H -0.14235 -0.17949 3.00521 0.10
H -1.45952 -1.24153 0.97528 0.14
H -1.12889 1.70544 0.61295 0.09
H -2.56294 1.97319 -1.15009 -0.14
S -1.88341 0.85039 -1.51724 0.73

***

No. 3
57
Properties=species:S:1:pos:R:3:lowdin_charge:R:1 method="wB97M-V/def2-TZVPD" e_homo_ev="-6.7 / -6.7"
Au -0.59299 0.12750 -0.22151 0.67
O 0.39205 1.45547 4.05521 0.03
C 1.39928 2.32966 3.83152 -0.26
C 2.07026 2.85110 4.93596 -0.02
C 3.10061 3.75362 4.76014 -0.09
C 3.47474 4.16113 3.48144 -0.10
C 2.81314 3.64200 2.38573 -0.03
C 1.77805 2.71757 2.53625 -0.08
C 1.08048 2.15034 1.34709 -0.43
O 0.09321 1.35738 1.58389 -0.16
N 1.54455 2.49449 0.16828 0.02
N 0.75704 2.02530 -0.86498 -0.18
C 1.22319 2.23892 -2.02742 -0.97
S 0.25771 1.93873 -3.46272 0.89
C 1.70258 1.84432 -4.54677 -0.53
C 2.65382 2.94520 -4.11410 -0.53
S 2.85620 2.84930 -2.31130 0.91
H 0.05484 1.22967 3.15108 0.03
H 1.76387 2.53206 5.92370 0.11
H 3.61996 4.14309 5.62712 0.10
H 4.27919 4.87217 3.34872 0.10
H 3.07780 3.93658 1.37925 0.10
H 1.36930 1.97216 -5.57550 0.08
H 2.15557 0.86055 -4.42359 0.06
H 2.25258 3.92656 -4.36324 0.07
H 3.63732 2.82840 -4.56855 0.08
C -3.23851 -3.98890 -0.71251 -0.06
C -2.77866 -3.00913 -1.78549 -0.74
C -3.53142 -1.68277 -1.62301 -0.10
C -3.08365 -3.58064 -3.17909 -0.07
N -1.32099 -2.87857 -1.61685 -0.36
H -4.32507 -4.10512 -0.73617 0.08
H -2.93942 -3.61845 0.26988 0.07
H -2.77844 -4.96571 -0.87228 0.08
H -4.60942 -1.85082 -1.62660 0.08
H -3.29263 -0.99333 -2.43921 0.06
H -3.25231 -1.20760 -0.67797 0.05
H -4.16097 -3.68228 -3.34330 0.08
H -2.61454 -4.55881 -3.29279 0.07
H -2.68354 -2.91183 -3.94549 0.07
C -1.17288 -1.69838 3.83877 0.01
C -1.74174 -0.94489 2.66623 -0.59
N -2.41989 0.18654 2.96591 0.17
O -1.61181 -1.34323 1.51262 -0.06
H -1.93226 -1.86094 4.60363 0.09
H -0.36058 -1.11511 4.27955 0.08
H -0.78447 -2.65074 3.49247 0.08
H -2.34731 0.59690 3.88101 0.11
H -2.68230 0.78984 2.20339 0.11
N 1.26437 -3.16226 -2.25670 0.12
C 0.98466 -1.89470 -1.91660 -0.66
N 1.92377 -0.92484 -2.07657 0.10
S -0.66064 -1.47729 -2.04013 0.90
H 2.16089 -3.52633 -1.96148 0.12
H 0.46475 -3.76483 -2.01429 0.08
H 2.87867 -1.24259 -2.16116 0.11
H 1.83196 -0.11646 -1.47145 0.05

***

No. 4
16
Properties=species:S:1:pos:R:3:lowdin_charge:R:1 method="wB97M-V/def2-TZVPD" e_homo_ev=-8.9
C -0.01481 -1.37799 -1.39394 -0.11
C -0.72088 -0.19206 -0.91290 -0.21
N -1.00259 -1.53398 -0.31587 -0.02
C -0.53235 -0.97828 0.99463 -0.10
C -0.04147 0.30817 0.33627 -0.39
C 1.32886 0.91132 0.37223 -0.09
C 0.11645 1.74987 0.68552 -0.08
H 1.05659 -1.43229 -1.20869 0.11
H -0.36690 -1.82527 -2.32050 0.11
H -1.51026 0.34616 -1.42291 0.14
H 0.16895 -1.58761 1.57395 0.11
H -1.45099 -0.83670 1.57125 0.11
H 1.86181 1.06231 -0.56335 0.10
H 1.96332 0.63313 1.21257 0.10
H -0.01682 2.13388 1.69219 0.10
H -0.21913 2.42562 -0.09997 0.10

***

No. 5
10
Properties=species:S:1:pos:R:3:lowdin_charge:R:1 method="wB97M-V/def2-TZVPD" e_homo_ev=-10.0
C 0.44478 -0.18472 -1.48709 0.04
C -0.82278 -0.22005 -1.22610 0.04
C 0.05962 -0.97652 -0.22465 -0.26
N 0.23883 -0.49857 1.10345 0.16
C 0.20567 0.61130 1.48460 -0.46
O 0.11343 1.38691 2.58980 0.10
O 0.12494 1.95922 1.27588 0.09
H 1.26770 0.07744 -2.02528 0.07
H -1.86522 -0.10369 -1.42868 0.09
H 0.23303 -2.05132 -0.06194 0.12

***

No. 6
11
Properties=species:S:1:pos:R:3:lowdin_charge:R:1 method="wB97M-V/def2-TZVPD" e_homo_ev=-10.3
C -1.25784 -0.47955 0.80484 -0.03
C 0.63233 0.03144 -0.64267 -0.42
H -1.17973 2.23222 -0.49831 0.18
H -0.95396 1.23542 -2.09271 0.20
H -2.18433 -0.50214 1.20664 0.09
N -1.64015 1.18835 -0.99375 0.03
N -0.64816 0.32302 -0.18988 -0.12
N -0.27261 -1.00139 1.56968 0.01
N 1.10870 -0.91800 1.32849 -0.01
N 1.59759 -0.55462 0.21823 0.11
O 0.88169 0.80771 -1.63975 -0.05

***

No. 7
8
Properties=species:S:1:pos:R:3:lowdin_charge:R:1 method="wB97M-V/def2-TZVPD" e_homo_ev=-6.1 total_charge=-1
O -0.57595 0.13016 -1.48908 0.07
N -0.09841 -0.86016 -1.10557 -0.57
O 0.14888 -1.82863 -1.74760 0.06
O 0.27548 -0.94352 0.14745 -0.10
S 0.09260 0.69711 0.94226 0.52
O -1.34360 0.76321 0.93649 -0.32
O 0.73762 0.40495 2.25090 -0.36
O 0.76338 1.63688 0.06514 -0.32

***

No. 8
25
Properties=species:S:1:pos:R:3:lowdin_charge:R:1 method="wB97M-V/def2-TZVPD" e_homo_ev=-8.6
H 0.13559 0.95029 -4.88163 0.05
N 0.53095 1.13684 -3.96739 0.15
C 0.96010 0.16224 -3.31765 -0.48
C 1.71424 0.38835 -2.06378 -0.07
N 2.20215 -0.71378 -1.64357 0.06
N 1.74708 -1.64759 -2.39400 -0.05
O 0.90078 -1.16736 -3.43613 0.06
H 1.89588 1.34594 -1.67525 0.10
H 1.95884 -2.62059 -2.08413 0.19
C -1.37681 -1.08537 -1.11166 0.02
C -0.60127 -1.05077 -0.04946 -0.17
C -0.48394 -0.09378 1.03803 -0.25
C 0.53908 -0.26114 1.92039 -0.03
C 0.85525 0.72226 2.98368 -0.04
C 0.09931 1.89116 3.03318 -0.08
C -1.06081 1.98591 2.20418 -0.11
C -1.39850 1.01149 1.30442 -0.03
H -2.29494 -0.44681 -1.19519 0.08
H -1.16968 -1.66149 -1.93687 0.02
H 0.18232 -1.80588 0.05771 0.09
H 1.22179 -1.10487 1.83415 0.10
H 1.69583 0.64112 3.55565 0.06
H 0.19050 2.68110 3.74878 0.09
H -1.75406 2.80426 2.40202 0.10
H -2.28669 1.19089 0.56712 0.14

***

No. 9
12
Properties=species:S:1:pos:R:3:lowdin_charge:R:1 method="wB97M-V/def2-TZVPD" e_homo_ev=-9.4
C -1.78758 -1.98708 1.19489 0.11
C -0.78381 -1.45216 0.80182 -0.13
C 0.44076 -0.83878 0.28351 -0.16
C 0.38508 0.60626 0.01413 -0.27
C 0.04585 1.84792 0.05776 0.04
C 0.79286 1.34984 -1.19355 -0.12
H -2.67527 -2.47914 1.52778 0.02
H 0.69549 -1.20954 -0.71621 0.13
H 1.29767 -1.06160 0.92781 0.13
H -0.52670 2.60247 0.59004 0.09
H 0.25601 1.09101 -2.11814 0.08
H 1.85964 1.53079 -1.36986 0.08

***

No. 10
23
Properties=species:S:1:pos:R:3:lowdin_charge:R:1 method="wB97M-V/def2-TZVPD" e_homo_ev=-9.3
C -3.77677 -0.15180 -0.07752 0.13
C -2.61469 0.02781 -0.30803 -0.11
C -1.19900 0.28820 -0.54140 -0.35
C -0.83670 1.73268 -0.17846 -0.05
C -0.40959 -0.75724 0.22543 -0.35
C 0.00367 -1.88898 -0.39313 0.00
C -0.17697 -0.51775 1.68073 -0.04
H -4.81274 -0.21164 0.10488 0.02
H -1.00289 0.14007 -1.60905 0.15
H 0.23395 1.87188 -0.30544 0.07
H -1.35975 2.42038 -0.84108 0.08
H -1.11030 1.96245 0.84904 0.08
H -0.36657 -2.13984 -1.37687 0.08
H 0.30252 -2.74472 0.19501 0.07
H 0.47949 0.33856 1.82270 0.08
H -1.12550 -0.30769 2.17778 0.09
H 0.27169 -1.38910 2.15235 0.08
C 3.22571 0.44434 -0.55889 -0.17
O 1.86863 0.10692 -0.63223 -0.20
H 3.29898 1.41959 -0.07366 0.08
H 3.67324 0.54323 -1.55669 0.07
H 3.82007 -0.26820 0.03162 0.08
H 1.61351 -0.91915 -0.78708 0.12

***

No. 11
80
Properties=species:S:1:pos:R:3:lowdin_charge:R:1 method="wB97M-V/def2-TZVPD" e_homo_ev="-11.6 / -11.6" total_charge=+1
Sn -1.68459 -2.17588 0.45032 1.38
C 1.13262 -0.78875 4.94960 -0.06
C 0.75157 -0.97860 3.48307 -0.58
O 1.75937 -0.42908 2.61792 -0.07
P 0.79596 -2.73105 2.99481 0.49
O 2.32226 -3.12209 3.08672 -0.06
O 0.12823 -3.61474 4.12486 -0.08
O 0.14126 -3.00154 1.69480 -0.39
P -0.80397 -0.05699 3.09227 0.35
O -1.82816 -0.48390 4.25901 -0.12
O -0.42915 1.36954 3.12129 -0.26
O -1.43315 -0.60832 1.82188 -0.48
H 2.11923 -1.21334 5.13991 0.09
H 0.40372 -1.25110 5.61472 0.08
H 1.17625 0.27811 5.17126 0.10
H 1.60523 0.52961 2.58395 0.09
H 2.90501 -2.45818 2.68478 0.11
H 0.68202 -3.80537 4.89346 0.11
H -1.91956 0.20493 4.93001 0.10
N -2.93357 -3.17683 2.75507 -0.02
C -4.18759 -3.93064 2.85149 -0.24
C -4.12835 -5.27950 2.17325 -0.02
C -4.00384 -5.08970 0.52111 -0.61
O -5.18951 -4.97823 0.17987 0.20
O -2.90467 -5.06841 0.03616 0.04
H -2.17877 -3.71261 3.17447 0.07
H -3.00714 -2.32209 3.30013 0.06
H -4.99131 -3.33641 2.41490 0.13
H -4.47150 -4.12301 3.89420 0.13
H -5.01063 -5.86913 2.39469 0.12
H -3.21800 -5.84307 2.37797 0.13
O 8.23970 -0.50409 -3.80734 -0.25
S 7.10945 -1.36753 -3.91064 0.55
O 6.80616 -2.24725 -2.82800 -0.26
O 6.53908 -1.63119 -5.19753 -0.24
C 5.54970 0.18541 -3.47213 -0.21
N 5.83904 1.36381 -3.89148 0.16
C 4.89651 2.26757 -3.59103 -0.05
C 3.74980 1.90734 -2.89789 0.04
C 3.59200 0.57634 -2.53438 -0.17
N 4.54602 -0.31698 -2.85424 0.19
C 2.41242 0.04340 -1.80747 -0.11
C 2.24054 -1.33399 -1.71849 0.03
C 1.13610 -1.82596 -1.05304 -0.11
N 0.23237 -1.02933 -0.47775 -0.05
C 0.40471 0.29058 -0.53957 -0.10
C 1.47204 0.87028 -1.19986 0.04
H 5.07420 3.28413 -3.91806 0.13
H 2.99773 2.64805 -2.67183 0.09
H 2.95762 -2.00539 -2.16845 0.13
H 0.96668 -2.89315 -0.96682 0.12
H -0.33847 0.89720 -0.03576 0.11
H 1.55678 1.94923 -1.21300 0.10
C -3.41399 1.65018 0.54688 0.02
C -3.01496 1.01239 -0.73729 -0.35
N -2.70633 -0.25787 -0.89462 -0.03
C -2.51457 -0.45650 -2.24740 -0.14
C -2.67874 0.71458 -2.90641 -0.03
N -3.00066 1.64625 -1.93895 0.00
C -3.12626 3.07166 -2.16663 -0.06
N -1.87476 3.66592 -2.54715 -0.05
N -1.57405 3.75150 -3.87078 0.07
N -0.37452 4.14440 -4.01421 0.09
C 0.17960 4.32355 -2.76156 -0.23
C 1.44803 4.77577 -2.39125 -0.03
C 1.72219 4.85066 -1.04449 -0.08
C 0.75324 4.50003 -0.08062 -0.07
C -0.50990 4.07643 -0.43259 -0.01
C -0.77851 3.99630 -1.80282 -0.17
H -3.23897 0.94477 1.35062 0.07
H -4.47087 1.92165 0.52678 0.10
H -2.83577 2.54486 0.77131 0.06
H -2.26065 -1.42383 -2.64972 0.10
H -2.59955 0.98258 -3.94584 0.12
H -3.49717 3.53944 -1.25768 0.14
H -3.82541 3.25848 -2.97854 0.15
H 2.16531 5.07047 -3.14612 0.12
H 2.68716 5.20444 -0.70718 0.11
H 1.00487 4.58575 0.96832 0.11
H -1.24422 3.84402 0.32479 0.10

***

No. 12
44
Properties=species:S:1:pos:R:3:mulliken_spin:R:1 method="wB97M-V/def2-TZVPD" e_homo_ev="-6.8 / -7.6" spin_multiplicity=3
W 1.46723 -1.33212 0.85204 1.21
N -5.26748 3.80708 0.72606 0.00
C -4.16754 3.01856 0.49790 0.00
C -2.95275 3.58915 0.10170 0.00
C -1.85031 2.79461 -0.13065 0.00
C -1.95603 1.41488 0.00283 0.01
C -3.16216 0.83191 0.39166 0.00
C -4.26173 1.62515 0.62332 0.00
S -0.54798 0.42220 -0.11314 0.00
O -0.81091 -0.87667 -0.68979 0.00
O 0.49117 1.22372 -0.72009 0.00
N -0.08451 0.03358 1.47754 0.04
C 0.81674 1.00454 1.94212 -0.02
N 0.48853 2.19290 2.41558 -0.01
C 1.51870 2.99689 2.66912 0.01
C 2.84943 2.66177 2.45599 -0.01
C 3.09612 1.38597 1.97806 0.02
N 2.07150 0.57912 1.75286 -0.01
H -5.14031 4.79706 0.83287 0.00
H -6.05071 3.40982 1.21238 0.00
H -2.87926 4.66345 -0.01389 0.00
H -0.90702 3.23002 -0.42850 0.00
H -3.22972 -0.24334 0.49939 0.00
H -5.20543 1.17693 0.90840 0.00
H 1.26789 3.98028 3.05315 0.00
H 3.65316 3.35300 2.65466 0.00
H 4.09033 1.00153 1.78982 0.00
S 1.20936 -2.11327 3.24228 0.10
C 2.87996 -2.19923 2.71564 0.62
N 3.24662 -2.08537 1.54909 -0.04
C 2.08406 -1.33577 -2.28641 0.00
O 2.07436 -1.28061 -0.87288 -0.01
H 2.17823 -0.31380 -2.65362 0.00
H 1.14685 -1.76994 -2.62863 0.00
H 2.92327 -1.94416 -2.61276 0.00
Te 0.41237 -3.78673 0.64103 0.07
C 0.63710 -4.11811 -1.40871 0.01
C 1.75008 -4.57877 -2.05736 0.00
C 1.56314 -4.71803 -3.46009 0.00
C 0.30582 -4.36365 -3.85390 0.00
S -0.63998 -3.87202 -2.52086 0.00
H 2.67223 -4.80989 -1.54155 0.00
H 2.32352 -5.07337 -4.14137 0.00
H -0.10395 -4.37925 -4.85128 0.00

***

Short version: total energy = -59540.74473, -18253.65752, -69347.25385, -7854.83109, -9774.26759, -11614.35387, -24608.45336, -17061.41516, -6314.39136, -10567.18117, -99634.40106, -72050.55577 eV, in the order given.
Short version: energy above the lowest of the compared OMol25 structures with the same formula, charge and spin = 0.7015, 2.5582, 1.4594, 3.3285, 7.4190, 6.4759, 0.3797, 4.9148, 4.8088, 2.8628, 2.0392, 2.1084 eV, in the order given.